(1)
Here is a molecular structure, C4H12N4O in a non-equilibrium geometry from the OMol25 dataset. Energies are from wB97M-V/def2-TZVPD.

```
21
C4H12N4O wB97M-V/def2-TZVPD
C 0.34248 -1.30766 -1.17683
C -2.23804 -0.34691 0.01328
N 0.34209 -0.05534 -0.41161
C -1.11543 0.65635 0.05494
N 1.20853 0.95883 -0.91891
N -1.32501 1.89214 -0.18115
H 0.71616 1.46284 -1.65693
H 2.03415 0.53622 -1.33750
H -0.49099 2.46707 -0.09187
H -0.15678 -2.08140 -0.59738
H -0.14539 -1.15790 -2.14221
H 1.36998 -1.64717 -1.33688
H -3.14092 0.12833 0.39617
H -2.44439 -0.63070 -1.02088
H -1.98871 -1.22815 0.60368
N 1.72762 0.50948 1.79128
C 0.67604 -0.32646 1.43714
O 0.55990 -1.47938 1.83208
H 1.94247 1.24373 1.12968
H 2.53206 0.02272 2.15832
H -0.40582 0.38335 1.45556
```

Values from the calculation:
LUMO energy = 0.024 hartree
HOMO level = -8.4 eV
orbital gap = 9.04 eV

(2)
Here is a molecular structure, C16H12Cl2N3O3S3Tc in a non-equilibrium geometry from the OMol25 dataset. Energies are from wB97M-V/def2-TZVPD.

```
40
C16H12Cl2N3O3S3Tc wB97M-V/def2-TZVPD
Tc 0.85510 0.02670 0.55550
S 2.02670 -1.81010 -0.08070
C 0.89920 -3.14110 -0.16450
C 1.35350 -4.43850 -0.37330
C 0.45590 -5.48980 -0.37500
C -0.90420 -5.25030 -0.21030
C -1.37070 -3.96170 -0.02880
C -0.46750 -2.89980 0.01210
S -1.03160 -1.26290 0.28280
H 2.40810 -4.60810 -0.51670
H 0.81250 -6.49940 -0.50560
H -1.59690 -6.07720 -0.22330
H -2.42620 -3.76700 0.08970
Cl 1.36890 0.51530 2.85460
C 0.12730 0.38450 4.12990
Cl -1.42860 -0.07360 3.41760
H 0.04440 1.36090 4.61150
H 0.43390 -0.39360 4.82780
O 0.27300 8.98870 -3.30020
S 1.46070 8.41620 -2.72090
O 1.89480 7.14330 -3.21460
O 2.45340 9.28170 -2.15700
C 0.56430 7.91250 -1.11130
N 0.25580 8.81980 -0.24560
C -0.38330 8.37300 0.83130
C -0.65130 7.01910 1.00000
C -0.21670 6.13530 0.00480
N 0.38260 6.64100 -1.08350
C -0.25160 4.67640 0.06570
C -0.79950 3.95800 1.13210
C -0.61480 2.59340 1.18770
N 0.07120 1.89870 0.26750
C 0.48510 2.57140 -0.82220
C 0.35940 3.93580 -0.95810
H -0.64860 9.11700 1.56980
H -1.17310 6.67940 1.87810
H -1.34400 4.44720 1.92360
H -1.02160 2.01710 2.00500
H 0.94550 1.98320 -1.61150
H 0.74170 4.44690 -1.82900
```

Values from the calculation:
LUMO energy (alpha / beta) = -0.186 / -0.240 hartree
total charge = +1
multiplicity = 4
HOMO level (alpha / beta) = -11.1 / -11.4 eV
orbital gap (alpha / beta) = 5.98 / 4.81 eV

(3)
Here is a molecular structure, C5H4 in a non-equilibrium geometry from the OMol25 dataset. Energies are from wB97M-V/def2-TZVPD.

```
9
C5H4 wB97M-V/def2-TZVPD
C -2.36207 0.34918 -0.42857
C -0.33814 0.27416 -0.16077
C 1.07745 -0.31002 0.05635
C -1.51723 -0.57750 -0.04952
C 0.64421 1.13821 0.03541
H 1.03174 -0.71263 0.98767
H 1.69513 -0.72716 -0.66376
H -1.16559 -1.59676 0.19060
H 0.93450 2.16253 0.03259
```

Values from the calculation:
LUMO energy = -0.001 hartree
HOMO level = -9.0 eV
orbital gap = 8.99 eV

(4)
Here is a gas-phase ion, C3H8NOS2 (charge +1) from the OMol25 dataset. Energies are from wB97M-V/def2-TZVPD.

```
15
C3H8NOS2 wB97M-V/def2-TZVPD
C -0.35756 -1.18795 -0.85452
C -0.78082 0.26021 -1.26986
C 0.23889 0.91934 0.66115
N 0.50430 -1.07155 0.30911
O 0.12031 1.13844 -0.62649
S 1.67759 1.56481 1.40741
S -1.21064 0.81247 1.66911
H -1.24988 -1.76596 -0.61989
H 0.16416 -1.66045 -1.68604
H -0.67339 0.43867 -2.33902
H -1.80926 0.47270 -0.96225
H 0.20391 -1.60431 1.11753
H 1.48224 -1.25424 0.10574
H 2.28781 1.89019 0.26094
H -0.59766 1.04764 2.82709
```

Values from the calculation:
LUMO energy = -0.144 hartree
total charge = +1
HOMO level = -14.4 eV
orbital gap = 10.48 eV

(5)
Here is a molecular structure, C26H28N6O2S3Tc in a non-equilibrium geometry from the OMol25 dataset. Energies are from wB97M-V/def2-TZVPD.

```
66
C26H28N6O2S3Tc wB97M-V/def2-TZVPD
Tc -0.55767 0.82938 0.75142
C 3.52843 -1.13093 3.42981
S 2.56157 0.13118 4.27738
C 1.26213 0.46511 3.19181
S 1.09336 -0.45265 1.68060
N 0.44896 1.38910 3.59440
N -0.54419 1.60668 2.68008
C -1.41381 2.51908 2.93824
C -2.45632 2.73360 1.93588
C -3.52119 3.58926 2.13395
C -4.50257 3.67293 1.15334
C -4.38292 2.90494 0.00734
C -3.28019 2.07968 -0.13454
N -2.33065 1.99629 0.80123
H 4.37867 -1.30588 4.08655
H 2.96633 -2.05527 3.32153
H 3.89351 -0.77565 2.46911
H -1.35975 3.09020 3.85927
H -3.58429 4.16957 3.04432
H -5.35177 4.32919 1.28819
H -5.12901 2.94019 -0.77354
H -3.13232 1.48188 -1.02459
C -0.71350 -0.64090 -3.34292
C -0.84476 -0.39873 -1.88857
N -0.23195 0.54155 -1.23704
N 0.60332 1.41670 -1.89250
C 0.97555 2.32928 -1.05448
O 0.55370 2.27712 0.22733
C 1.84180 3.44545 -1.42608
C 2.20319 3.62505 -2.76260
C 3.01621 4.68646 -3.11229
C 3.47051 5.56620 -2.13610
C 3.10801 5.39182 -0.80759
C 2.29231 4.33231 -0.44849
C -1.75751 -1.16836 -1.03307
C -2.58550 -2.17283 -1.51005
C -3.38964 -2.85920 -0.62077
C -3.35188 -2.52605 0.72853
C -2.52774 -1.50114 1.14138
N -1.75012 -0.82849 0.27800
H 0.08604 -0.03549 -3.75556
H -0.49959 -1.69585 -3.50876
H -1.64932 -0.38599 -3.84819
H 1.84391 2.93599 -3.51437
H 3.29539 4.83334 -4.14654
H 4.11279 6.39130 -2.41413
H 3.45999 6.08251 -0.05376
H 2.00967 4.18716 0.58503
H -2.57926 -2.41392 -2.56290
H -4.03993 -3.64913 -0.97210
H -3.95473 -3.05002 1.45663
H -2.47654 -1.19498 2.17818
O 0.42516 -2.74921 -1.57227
S 0.81738 -3.30877 -0.22226
C 0.12532 -4.97922 -0.09698
C 1.25930 -5.86915 0.40014
C 2.47286 -5.44630 -0.42656
C 2.52720 -3.92244 -0.33952
H -0.18019 -5.23252 -1.11437
H -0.74432 -4.94845 0.55794
H 1.01972 -6.92440 0.27926
H 1.43962 -5.69221 1.46348
H 2.33343 -5.74929 -1.46549
H 3.39729 -5.89919 -0.07238
H 2.95980 -3.42902 -1.20892
H 3.04070 -3.57882 0.55994
```

Values from the calculation:
LUMO energy (alpha / beta) = -0.296 / -0.285 hartree
total charge = +2
multiplicity = 2
HOMO level (alpha / beta) = -13.7 / -13.7 eV
orbital gap (alpha / beta) = 5.60 / 5.90 eV

(6)
Here is 6 unconnected molecules or ions with the total composition CH12O6 in a non-equilibrium geometry from the OMol25 dataset. Energies are from wB97M-V/def2-TZVPD.

```
19
CH12O6 wB97M-V/def2-TZVPD
O -2.11606 -0.46545 -1.67139
C -2.84008 0.57896 -1.57642
H -3.78862 0.64277 -2.14433
H -2.61349 1.41340 -0.83883
H -1.71117 0.34229 1.69624
H -1.37873 1.50898 2.65089
O -1.52384 1.36394 1.72014
H 3.29903 0.07927 0.80186
H 4.60416 0.69047 1.28883
O 3.92195 0.02868 1.52580
H 1.53882 -1.31016 -1.74508
H 2.67135 -1.65076 -0.89855
O 1.72552 -1.71069 -0.88409
H -0.05847 1.64440 0.36526
H -0.20958 0.62953 -0.81600
O 0.25136 1.47378 -0.55952
H 0.42653 -1.49143 0.33769
H -1.02527 -1.66399 0.45830
O -0.34819 -1.22882 0.90684
```

Values from the calculation:
LUMO energy (alpha / beta) = -0.258 / -0.398 hartree
total charge = +1
multiplicity = 2
HOMO level (alpha / beta) = -13.9 / -13.9 eV
orbital gap (alpha / beta) = 6.86 / 3.04 eV

(7)
Here is C3H4BrClO in the gas phase in a non-equilibrium geometry from the OMol25 dataset. Energies are from wB97M-V/def2-TZVPD.

```
10
C3H4BrClO wB97M-V/def2-TZVPD
C 1.26302 0.36708 1.08502
C 0.57977 0.50543 -0.05225
C -0.65656 -0.33295 -0.24133
O -0.71865 -0.30700 -1.81336
Cl -0.65935 -1.88751 0.52192
Br -2.25182 0.74921 0.36624
H 2.16009 0.94834 1.22374
H 1.03337 -0.28786 1.79116
H 0.67360 1.24303 -0.83327
H -1.42347 -0.99777 -2.04786
```

Values from the calculation:
LUMO energy = 0.012 hartree
structure (SMILES) = C=C[C@@](O)(Cl)Br
HOMO level = -10.1 eV
orbital gap = 10.40 eV

(8)
Here is 2 unconnected molecules or ions with the total composition C3H10N3O in a non-equilibrium geometry from the OMol25 dataset. Energies are from wB97M-V/def2-TZVPD.

```
17
C3H10N3O wB97M-V/def2-TZVPD
C 0.99162 0.74495 -0.12808
C 0.68182 -0.80182 -0.12020
C 0.68833 1.59778 1.03511
N -2.12470 0.19573 -0.59968
N 0.82210 -1.42181 -1.26049
N 0.31483 -1.44715 1.00262
O 1.57958 1.11406 -1.11007
H 0.31944 2.52161 0.46149
H 1.50782 1.88598 1.67876
H -0.09262 1.26891 1.58962
H -2.80157 0.40031 0.05569
H -1.68680 1.14051 -0.93439
H 0.58219 -2.44471 -1.08752
H 1.10093 -1.05815 -2.15090
H 0.33089 -1.06113 1.94963
H -2.47065 -0.15597 -1.45495
H 0.25678 -2.47908 1.07334
```

Values from the calculation:
LUMO energy = -0.171 hartree
total charge = +1
HOMO level = -14.2 eV
orbital gap = 9.51 eV

| no. | molar mass (g mol⁻¹) |
| --- | --- |
| 1 | 132.17 |
| 2 | 559.40 |
| 3 | 64.09 |
| 4 | 138.24 |
| 5 | 650.75 |
| 6 | 120.10 |
| 7 | 171.42 |
| 8 | 104.13 |